# C12H21F9O6S2

A 2-piece molecular cluster, C12H21F9O6S2 overall (ωB97M-V with the def2-TZVPD basis set, OMol25).

Values from the calculation:
Charge = 0
Kohn-Sham gap = 0.3720 Eh
SMILES string = O=S1(=O)OC[C@@H](CCCCC(F)(F)C(F)(F)S(F)(F)(F)(F)F)O1.COCCOC
E_HOMO = -9.76 eV
Spin multiplicity = 1

Last column: natural (NBO) charge in e.
Atoms and positions in Å:
O1 -3.274345 -0.272441 -3.987548  -0.906
S1 -4.089326 -0.965793 -3.042781  2.548
O2 -5.318842 -1.564903 -3.427044  -0.883
O3 -4.339141 -0.005129 -1.776579  -0.689
C1 -3.517785 -0.388697 -0.673067  -0.094
C2 -2.442288 -1.301441 -1.251348  0.063
C3 -1.850858 -2.285907 -0.272936  -0.418
C4 -1.033047 -1.602413 0.849763  -0.403
C5 0.488181 -1.716204 0.659244  -0.396
C6 1.042057 -0.596579 -0.234381  -0.467
C7 2.291999 -0.966819 -1.010433  0.645
F1 3.040057 -1.861887 -0.320785  -0.322
F2 3.063560 0.132243 -1.212094  -0.322
C8 1.924940 -1.526006 -2.428696  0.465
F3 1.553645 -0.482011 -3.158739  -0.300
F4 0.873415 -2.330942 -2.316197  -0.312
S2 3.268960 -2.486329 -3.389913  2.368
F5 3.341288 -1.403554 -4.539455  -0.450
F6 2.154470 -3.265495 -4.208750  -0.455
F7 3.215865 -3.600214 -2.253106  -0.461
F8 4.410025 -1.710594 -2.607781  -0.458
F9 4.376730 -3.330797 -4.131341  -0.439
O4 -3.202190 -2.023050 -2.269988  -0.694
H1 -4.111013 -0.949243 0.057537  0.190
H2 -3.112387 0.502361 -0.192580  0.207
H3 -1.689691 -0.724483 -1.798312  0.200
H4 -1.235070 -3.011331 -0.809115  0.230
H5 -2.678269 -2.852253 0.166213  0.220
H6 -1.287877 -2.100424 1.787379  0.222
H7 -1.296736 -0.544078 0.931234  0.203
H8 0.718670 -2.695713 0.235707  0.214
H9 0.979714 -1.657171 1.632472  0.221
H10 0.280500 -0.270724 -0.947441  0.217
H11 1.302246 0.280246 0.363107  0.251
C9 0.625480 4.789584 1.932038  -0.256
O5 0.128159 4.499539 3.226623  -0.549
C10 -0.920827 3.550749 3.241739  -0.088
C11 -0.440722 2.147447 3.549197  -0.087
O6 0.449934 1.641055 2.568233  -0.565
C12 1.819479 1.798739 2.904840  -0.259
H12 1.605795 5.247385 2.052638  0.193
H13 0.726833 3.888373 1.323771  0.176
H14 -0.031461 5.497001 1.415281  0.171
H15 -1.461424 3.564088 2.288875  0.170
H16 -1.618881 3.851607 4.028389  0.189
H17 -1.310496 1.483705 3.569826  0.183
H18 0.027845 2.117358 4.538104  0.177
H19 2.139521 1.013042 3.597485  0.172
H20 2.014481 2.773102 3.355083  0.189
H21 2.398825 1.714996 1.985631  0.188

Atoms 1-6, force components in eV/Å:
O -0.357 -0.138 0.280
S -0.124 0.232 -0.225
O 0.417 0.143 0.084
O -0.025 -0.031 -0.204
C 0.240 -0.101 0.406
C -0.083 -0.070 -0.419